No. 1
The following is a quantum chemistry calculation of a molecular structure, C48H56N13SScSe at a distorted geometry, from the OMol25 dataset.

Properties
highest occupied orbital energy = -5.934 eV
relative energy (zero: lowest compared OMol25 entry of this formula, charge and spin) = 25.0 kcal per mole
HOMO-LUMO gap = 5.02 eV
DFT total energy = -6134.919121 hartree

Each line ends with the Löwdin charge.
Atoms and positions in Å:
1 Se -6.8361 4.5579 0.0333  1.1159
2 Sc 0.0823 0.0406 -0.1681  0.7882
3 S 1.9405 0.9320 -1.4102  0.1270
4 N -5.6202 4.0174 -1.1398  -0.2356
5 N 1.2057 -2.6292 -1.9944  -0.1856
6 N 4.6029 -1.1802 1.1567  -0.1576
7 N 2.3909 -1.7453 1.4859  0.1678
8 N 4.1722 -3.0317 2.4364  -0.1593
9 N 2.1117 0.8517 4.3387  -0.1738
10 N -5.7543 4.2400 1.4060  -0.2400
11 N -1.1781 2.0955 -0.8383  0.0820
12 N 2.3278 2.1953 2.5033  -0.1328
13 N -0.8956 -0.8900 -1.9341  -0.0537
14 N -2.3658 -0.8681 0.4099  -0.2014
15 N -1.2257 2.5725 1.8179  0.1295
16 N 0.9696 0.2990 2.3206  0.1150
17 C 3.5875 -3.6292 3.6087  -0.0586
18 C -0.4488 -4.3331 3.1353  -0.0476
19 C 1.3931 -2.5914 1.9331  -0.2398
20 C -1.4926 -1.1531 4.6896  -0.0692
21 C 3.6454 -1.9963 1.6736  -0.3583
22 C -1.4042 -2.4882 4.4186  -0.0416
23 C 3.6360 2.6254 2.9463  -0.0486
24 C 0.4244 -4.8003 2.1935  -0.0702
25 C -3.1293 -0.1930 1.4657  -0.0715
26 C -4.5368 3.6329 -0.4834  -0.3280
27 C -3.3494 3.1356 -1.1121  -0.0836
28 C 0.2277 -0.6586 3.0429  -0.2462
29 C 1.3691 -3.9429 1.6285  -0.0600
30 C 1.4901 -1.1180 -5.4002  -0.0941
31 C -0.1388 -0.9633 -3.1191  -0.2961
32 C 0.9758 -1.8271 -3.1528  -0.2390
33 C -4.4346 -0.8742 -0.9676  -0.0529
34 C -3.1817 3.1381 -2.4970  0.0276
35 C -1.1759 2.9189 3.0832  -0.1356
36 C -1.0280 2.1737 -2.1515  -0.1537
37 C 4.4845 -0.5337 -0.1209  -0.1123
38 C -2.2495 3.4637 3.7932  -0.0244
39 C 1.7586 1.0790 3.0105  -0.3672
40 C 5.3168 -3.7554 1.9300  -0.0644
41 C -2.2668 -2.2978 0.7558  -0.0419
42 C -0.6863 -0.2465 3.9973  -0.0603
43 C 2.5578 -3.1386 -1.8744  -0.0962
44 C 1.8978 2.7975 1.2639  -0.1076
45 C 0.2467 -3.7241 -1.9278  -0.0707
46 C -4.6104 3.7615 0.9377  -0.3358
47 C 0.3888 -0.2830 -5.3905  -0.0880
48 C 2.3757 -0.4563 4.8709  -0.0459
49 C -0.4881 -2.9619 3.4567  -0.2057
50 C -2.2893 2.6566 -0.3028  -0.1392
51 C -3.4771 3.4318 1.7424  -0.0938
52 C 1.9042 1.8623 5.3480  -0.0668
53 C -2.2537 -0.9856 -2.0406  -0.2555
54 C 5.8105 -0.8719 1.8825  -0.0656
55 C -5.0717 -1.0791 -2.1810  -0.1109
56 C -3.0555 -0.8411 -0.8796  -0.2184
57 C -3.4235 3.6966 3.1120  0.0133
58 C -2.9333 -1.3234 -3.2308  -0.0281
59 C -1.9813 2.7101 -3.0164  -0.0131
60 C 1.7752 -1.8826 -4.2833  -0.0316
61 C 0.3790 -2.0528 2.7906  -0.0837
62 C -0.4111 -0.2054 -4.2645  -0.0679
63 C -2.3371 2.8552 1.1197  -0.1642
64 C -4.3062 -1.3584 -3.2983  -0.0990
65 H -0.7636 -3.3383 -2.0422  0.0726
66 H -0.0817 1.8099 -2.5435  0.0173
67 H 4.3044 -3.5768 4.4368  0.0956
68 H -1.7751 2.7682 -4.0730  0.1137
69 H -2.1931 -0.7833 5.4245  0.1077
70 H 2.7509 -3.9984 -2.5360  0.0890
71 H -2.0325 -3.2081 4.9190  0.1110
72 H -1.1440 -4.9901 3.6340  0.1095
73 H -5.0405 -0.7572 -0.0820  0.1044
74 H 0.4182 -5.8443 1.9166  0.1085
75 H 2.6284 -2.5426 -4.3116  0.1004
76 H 2.1257 -1.1847 -6.2715  0.0958
77 H -3.6188 0.6891 1.0588  0.0771
78 H 3.2647 -2.3420 -2.0935  0.0804
79 H 1.6879 2.8250 4.8933  0.0822
80 H -1.6007 -2.8075 0.0594  0.0851
81 H 6.7019 -1.2236 1.3537  0.0899
82 H 0.8199 2.6587 1.1361  0.0362
83 H -2.3532 -1.5959 -4.0980  0.1050
84 H -1.8876 -2.4153 1.7662  0.0630
85 H -3.2551 -2.7776 0.7092  0.1103
86 H 3.2404 -0.3878 5.5392  0.0977
87 H 2.7963 1.9571 5.9737  0.0902
88 H -1.2593 0.4643 -4.2642  0.0923
89 H 5.0607 -4.8159 1.8367  0.0901
90 H 2.6778 -3.1199 3.9105  0.0729
91 H -3.8959 -0.8446 1.9040  0.0999
92 H 5.1297 -1.0245 -0.8570  0.0894
93 H 3.4503 -0.5614 -0.4636  -0.0647
94 H 4.0428 1.9285 3.6753  0.0870
95 H 5.5912 -3.3838 0.9459  0.0938
96 H -0.8010 0.8063 4.1989  0.0869
97 H 2.1170 3.8657 1.3003  0.0929
98 H 5.7859 -1.3122 2.8749  0.0860
99 H -0.2137 2.7860 3.5614  0.0914
100 H 3.5897 3.6225 3.3937  0.0898
101 H -3.9814 3.5063 -3.1202  0.1191
102 H -6.1483 -1.0862 -2.2295  0.0905
103 H 2.6230 -1.1219 4.0530  0.0647
104 H -2.1447 3.7062 4.8402  0.1078
105 H 2.4084 2.3539 0.3966  -0.0344
106 H 4.7793 0.5123 -0.0539  0.0774
107 H 2.1196 -4.3482 0.9653  0.1060
108 H -4.7876 -1.6207 -4.2298  0.1002
109 H 0.4248 -4.4603 -2.7275  0.0946
110 H 0.1506 0.3067 -6.2657  0.0979
111 H -4.2990 4.1101 3.5880  0.1169
112 H 3.3407 -4.6829 3.4332  0.0922
113 H 6.1773 -3.6701 2.6014  0.0878
114 H 5.8932 0.2137 1.9904  0.0824
115 H 0.3308 -4.2282 -0.9640  0.0697
116 H 1.5364 -0.8697 5.4433  0.0977
117 H 1.0666 1.5800 5.9988  0.0902
118 H -2.4593 0.1128 2.2707  0.0661
119 H 2.7118 -3.4693 -0.8485  0.0576
120 H 4.3065 2.6674 2.0847  0.0919

Forces on the atoms, in the same order (eV/Å):
0.72 -0.25 0.09
1.77 0.96 -1.45
-1.85 -0.84 0.80
0.55 -0.28 -0.28
0.14 -0.05 -0.12
0.44 0.00 0.08
0.18 0.07 -0.18
0.10 -0.03 -0.06
-0.13 -0.05 0.04
0.58 -0.24 0.35
-0.44 -0.04 0.24
-0.05 -0.06 0.22
0.28 0.49 0.59
-0.12 0.18 -0.32
-0.44 0.13 -0.44
-0.20 0.29 -0.16
-0.09 0.03 0.14
0.02 -0.18 -0.09
0.33 -0.59 -0.19
-0.02 -0.31 0.07
-0.41 -0.12 0.28
-0.09 0.14 0.07
0.15 0.03 0.08
-0.22 -0.04 0.28
0.00 0.14 0.20
-1.41 0.58 -0.20
1.19 -0.51 0.05
-0.25 0.31 0.56
-0.04 0.36 -0.22
-0.01 0.09 -0.09
0.28 -0.21 -0.38
-0.40 0.14 0.14
0.01 0.11 0.00
0.25 -0.11 -0.07
-0.09 0.18 0.30
0.22 0.10 -0.48
-0.35 -0.14 -0.23
0.02 -0.05 -0.18
-0.10 -0.13 -0.07
0.04 -0.06 0.01
0.17 -0.29 0.17
0.22 0.01 -0.33
-0.04 0.06 0.05
-0.13 0.07 -0.50
-0.07 -0.05 -0.01
-1.62 0.58 -0.14
0.07 0.02 -0.11
0.11 -0.08 -0.01
0.23 0.09 0.05
-0.40 -0.11 -1.56
1.23 -0.48 0.31
0.03 -0.03 -0.05
-0.22 -0.13 0.09
0.05 -0.04 0.05
-0.21 -0.05 0.07
0.27 0.05 -0.25
0.10 -0.06 -0.15
0.17 -0.08 0.06
-0.45 0.17 0.30
0.02 -0.13 0.10
-0.12 -0.13 -0.05
0.08 -0.13 0.34
-0.42 0.45 1.58
-0.17 0.03 0.02
-0.03 -0.01 0.04
0.00 -0.15 0.18
-0.02 -0.04 0.01
0.03 -0.06 -0.08
-0.07 0.00 0.07
0.04 0.06 -0.06
-0.14 -0.06 0.09
-0.09 -0.15 0.02
-0.03 0.02 0.15
0.02 -0.11 0.00
0.09 -0.06 0.05
0.03 0.01 -0.06
0.00 -0.05 0.03
0.05 0.01 0.03
0.03 0.05 -0.02
0.04 0.02 -0.01
0.07 -0.02 0.03
0.39 0.04 -0.05
-0.01 0.08 -0.07
0.00 0.09 -0.11
0.08 0.12 -0.05
0.04 -0.06 -0.02
0.01 0.10 0.03
-0.06 -0.06 0.01
0.03 -0.03 0.00
0.02 -0.05 0.02
-0.01 0.02 -0.11
0.12 -0.01 -0.06
0.19 0.06 0.00
0.02 0.06 -0.04
0.05 -0.01 0.03
0.07 0.05 -0.02
-0.05 0.12 0.12
0.04 -0.03 0.04
0.04 -0.11 0.12
0.05 0.02 -0.01
-0.08 0.05 -0.08
-0.15 0.01 -0.01
0.01 -0.09 0.00
0.00 0.01 0.05
-0.18 0.16 0.27
-0.07 0.09 0.02
0.07 0.05 -0.04
-0.02 0.01 -0.10
0.01 -0.01 0.02
-0.02 0.07 -0.01
-0.05 0.07 0.10
-0.04 0.06 0.03
0.06 -0.04 -0.03
0.03 0.01 -0.03
-0.02 -0.03 0.05
-0.01 -0.03 -0.05
-0.03 0.03 0.02
-0.05 -0.07 -0.06
0.06 -0.02 0.06
0.01 0.02 -0.02


No. 2
The following is a quantum chemistry calculation of a molecular structure, C48H57BGeN11ORe, from the OMol25 dataset.

Properties
multiplicity = 3
highest occupied orbital energy (spin up / spin down) = -5.212 / -7.310 eV
relative energy (zero: lowest compared OMol25 entry of this formula, charge and spin) = 17.3 kcal per mole
HOMO-LUMO gap (spin up / spin down) = 5.72 / 7.24 eV
DFT total energy = -4720.941054 hartree

Each line ends with the Löwdin charge.
Atoms and positions in Å:
1 Re 0.3834 0.0496 -0.0639  1.4166
2 Ge 3.5667 -0.5084 1.7663  0.8844
3 O 0.6851 -0.0689 -2.1246  -0.2868
4 N -4.7936 -2.0479 1.6301  0.0733
5 N -0.1043 -1.9671 0.3371  -0.0871
6 N -2.8624 -0.4021 0.0800  0.0361
7 N -1.3556 -2.3699 0.6759  0.0394
8 N -0.4428 3.9454 -0.1770  -0.1546
9 N -1.6279 -0.3987 2.2175  0.0448
10 N -1.9095 0.4403 -0.4021  -0.0331
11 N 1.2716 4.1303 -1.7242  -0.1526
12 N 0.9113 2.0915 -0.6505  0.0370
13 N -0.4565 0.1973 1.8941  -0.1122
14 N -3.4793 -2.0743 1.9570  -0.0178
15 C -3.9342 1.1547 -1.0573  -0.0369
16 C 0.8288 0.1920 -5.7734  -0.0566
17 C 2.5102 -1.7373 6.2443  -0.0958
18 C 2.0168 -0.1134 0.7269  -0.3847
19 C -1.2254 1.9748 -3.7721  -0.0676
20 C 6.0392 -4.3269 0.3463  -0.0905
21 C 1.8205 -1.3654 3.9721  -0.1213
22 C 2.1418 -0.1062 -6.0790  -0.0967
23 C 2.9759 -0.4033 -5.0217  -0.0563
24 C -1.0011 0.7964 3.9751  -0.0315
25 C -1.2779 4.9295 -0.8425  -0.0539
26 C 6.5960 -3.0674 0.1822  -0.0852
27 C -1.9727 -0.0432 3.4656  -0.0491
28 C 0.6611 -3.0547 0.3061  -0.1081
29 C -0.1010 -4.1900 0.5799  -0.0240
30 C 4.6478 -2.0459 1.1942  -0.2921
31 C 1.2049 -0.0840 -3.3676  -0.2506
32 C 2.5511 -0.4039 -3.6933  -0.1329
33 C 0.5931 3.3369 -0.8196  -0.4214
34 C 4.9851 3.4172 1.1431  -0.0898
35 C -4.0833 0.0072 -0.3106  -0.0506
36 C 6.2899 3.3989 1.6152  -0.0954
37 C 3.1144 -0.9949 3.6101  -0.2662
38 C 5.9028 -1.9372 0.6008  -0.1242
39 C -1.1150 0.5534 -4.3234  -0.3547
40 C 4.7956 -4.4546 0.9517  -0.0819
41 C -0.9466 3.4425 1.0816  -0.0465
42 C 6.8036 2.2327 2.1646  -0.0885
43 C 6.0184 1.0886 2.2272  -0.1204
44 C 0.3525 0.2084 -4.4664  -0.1475
45 C -5.4017 -2.8065 2.5211  -0.1497
46 C 3.6432 -0.7268 -2.6947  -0.3524
47 C 3.2781 -1.8953 -1.8045  -0.0579
48 C 2.1291 3.4940 -2.7116  -0.0395
49 C -0.0649 0.9029 2.9508  -0.1696
50 C 1.7237 5.4479 -1.3096  -0.0486
51 C -1.9161 -0.5412 -3.6137  -0.0528
52 C 4.7075 1.0855 1.7470  -0.2692
53 C -3.2788 -2.8520 3.0532  -0.1240
54 C 1.5149 -1.7276 5.2792  -0.0894
55 C 4.1161 -3.3232 1.3779  -0.1256
56 C 4.1087 -1.0342 4.5888  -0.0973
57 C -4.4921 -3.3454 3.4526  -0.0601
58 C 4.2044 2.2706 1.2099  -0.1212
59 C -2.5593 1.3826 -1.0690  -0.1815
60 C -1.3680 -3.7072 0.8165  -0.0595
61 C 3.8117 -1.3988 5.8938  -0.0890
62 C 4.0599 0.5364 -1.9367  -0.0445
63 B -2.3886 -1.3362 1.1997  -0.6281
64 H -2.3199 4.5985 -0.8092  0.0891
65 H -0.7047 2.0545 -2.8196  0.0373
66 H -0.9795 5.0340 -1.8820  0.0922
67 H -0.1715 2.8623 1.5652  0.0535
68 H 0.2271 -5.2137 0.6002  0.1002
69 H -4.7072 1.7425 -1.5201  0.0992
70 H 0.5006 -2.0055 5.5395  0.0976
71 H 3.1808 2.2879 0.8460  0.0645
72 H 6.3404 -0.9591 0.4324  0.0910
73 H -1.8124 -1.4717 -4.1751  0.0856
74 H 4.5136 -1.0330 -3.2815  0.1226
75 H -2.8866 -0.4022 3.9070  0.1257
76 H 1.7080 -2.9620 0.0929  0.0788
77 H 3.1617 -3.4392 1.8816  0.0938
78 H 3.2912 0.8279 -1.2177  0.0253
79 H 6.4465 0.1874 2.6521  0.0916
80 H 4.0132 -0.6520 -5.2160  0.1063
81 H -1.2023 4.2893 1.7228  0.0975
82 H -4.9557 -0.5410 -0.0061  0.0985
83 H 1.8100 1.8949 -1.0752  0.0196
84 H 2.3696 -1.6611 -1.2674  0.0140
85 H 5.1319 -0.7797 4.3380  0.0903
86 H 2.7876 5.4210 -1.0485  0.0843
87 H 2.2186 4.1561 -3.5734  0.0992
88 H 1.1674 5.7851 -0.4394  0.0830
89 H 2.2778 -2.0172 7.2641  0.0985
90 H 1.0432 -1.3979 3.2124  0.0785
91 H 4.2106 1.3598 -2.6393  0.0768
92 H 3.1365 3.3025 -2.3198  0.0851
93 H -0.9663 1.2472 4.9504  0.1037
94 H -1.2182 5.9054 -0.3525  0.0882
95 H -2.0119 2.1841 -1.5231  0.0706
96 H -1.5153 0.6080 -5.3397  0.1196
97 H -2.2654 2.2923 -3.6617  0.0795
98 H 7.5719 -2.9623 -0.2756  0.1013
99 H 1.6946 2.5559 -3.0548  0.0801
100 H -1.8328 2.8145 0.9616  0.0793
101 H 6.5745 -5.2063 0.0116  0.0995
102 H -0.7416 2.6631 -4.4701  0.0874
103 H -2.2760 -4.2235 1.0756  0.1264
104 H 4.3587 -5.4355 1.0932  0.1010
105 H -2.9788 -0.2906 -3.5660  0.0754
106 H 4.9945 0.3824 -1.3942  0.0788
107 H -4.6953 -3.9921 4.2879  0.0922
108 H 6.9038 4.2886 1.5549  0.0990
109 H 1.5892 6.1702 -2.1169  0.0926
110 H 7.8191 2.2117 2.5404  0.1006
111 H 0.8748 1.4317 2.9183  0.1196
112 H 4.5794 4.3289 0.7198  0.0885
113 H 4.5970 -1.4236 6.6392  0.1001
114 H 0.1311 0.4208 -6.5713  0.1063
115 H 4.0768 -2.1201 -1.0956  0.0542
116 H 3.0931 -2.7870 -2.4090  0.0990
117 H -2.2914 -2.9969 3.4612  0.1287
118 H -6.4696 -2.9443 2.4624  0.1008
119 H -1.5507 -0.7195 -2.6061  0.0456
120 H 2.4991 -0.1102 -7.1000  0.0954

Forces on the atoms, in the same order (eV/Å):
0.30 0.19 -0.45
-0.06 -0.09 0.02
0.06 -0.28 0.33
0.07 -0.05 0.02
0.05 -0.19 0.03
-0.01 -0.14 -0.05
0.02 0.18 0.02
-0.06 -0.04 -0.02
0.04 -0.11 0.04
-0.23 0.07 -0.06
-0.07 -0.12 -0.01
0.06 0.18 0.55
-0.14 0.17 0.02
-0.04 0.04 0.01
-0.02 0.03 0.03
0.04 0.04 0.02
0.01 0.00 -0.01
-0.10 -0.13 -0.34
-0.02 0.06 -0.10
0.01 0.02 -0.01
-0.01 -0.16 -0.10
-0.04 0.03 0.10
-0.02 0.04 -0.01
-0.03 0.00 -0.06
0.00 0.00 0.04
0.01 0.01 0.01
-0.03 0.08 0.02
-0.05 0.06 -0.14
0.00 0.01 0.00
0.11 -0.06 0.05
-0.08 -0.17 -0.02
0.19 0.00 0.06
-0.02 -0.05 -0.32
0.01 -0.01 0.00
-0.05 0.03 0.03
0.00 -0.01 0.01
-0.19 0.06 0.08
-0.01 0.04 -0.04
0.07 0.01 0.05
0.00 0.04 -0.03
0.06 0.07 0.05
0.00 -0.01 0.00
-0.02 0.05 0.00
-0.19 -0.17 -0.21
-0.01 -0.02 0.00
-0.07 0.23 -0.04
0.10 -0.23 -0.03
0.01 0.08 0.00
0.00 0.03 0.04
-0.03 0.05 -0.02
0.01 0.09 0.05
0.16 0.09 0.00
0.00 0.01 0.00
0.04 -0.01 -0.03
0.07 -0.01 0.15
-0.07 0.05 0.04
-0.04 0.01 0.00
0.01 0.06 0.06
0.07 0.06 0.11
-0.04 -0.06 -0.03
-0.01 -0.02 0.00
-0.03 -0.10 0.00
0.09 0.10 0.00
0.00 0.00 0.00
0.04 0.02 -0.05
0.01 0.01 0.00
0.02 0.02 0.00
0.00 -0.01 0.00
-0.01 -0.02 -0.02
-0.01 0.00 0.00
0.02 -0.03 -0.01
0.00 0.00 0.02
-0.02 0.00 -0.01
-0.02 0.04 -0.04
0.01 -0.03 0.00
0.10 -0.01 -0.11
-0.03 0.01 -0.02
0.13 -0.09 0.05
0.00 -0.02 -0.02
0.00 0.00 -0.01
-0.01 0.00 0.00
0.01 0.01 0.01
-0.02 0.13 0.03
-0.04 -0.01 0.15
0.00 0.03 -0.01
0.00 0.00 0.00
0.02 0.03 0.02
0.00 0.00 -0.01
0.00 0.00 0.00
0.09 0.02 0.09
0.06 -0.06 0.02
-0.06 0.00 0.00
0.01 -0.01 0.01
0.00 0.00 0.00
-0.03 -0.01 0.06
0.02 -0.06 -0.02
0.01 -0.01 0.05
-0.01 0.00 -0.02
0.00 0.00 -0.01
0.00 -0.02 0.00
0.00 0.00 0.00
0.00 -0.01 -0.01
0.01 0.00 0.02
0.00 0.00 0.01
0.02 0.03 0.00
-0.02 -0.01 0.13
0.00 -0.01 0.00
0.00 0.00 0.01
0.00 0.00 0.00
0.00 0.00 0.00
0.01 -0.05 0.01
-0.02 0.00 0.00
0.00 0.01 0.00
-0.01 0.00 -0.01
-0.17 0.01 -0.20
0.01 0.01 -0.03
0.01 0.00 0.00
0.00 0.00 0.01
-0.02 -0.02 -0.01
0.00 -0.02 -0.01


Q: What is the formula in the first record?
A: C48H56N13SScSe


Q: Look up the relative energy (zero: lowest compared OMol25 entry of this formula, charge and spin) of the second one.
A: 17.3 kcal per mole


Q: DFT total energy of number 1 (C48H56N13SScSe)?
A: -6134.919121 hartree


Q: The lowest relative energy (zero: lowest compared OMol25 entry of this formula, charge and spin) belongs to which entry?
A: C48H57BGeN11ORe